w:
Computed, not measured: a structure of composition C27H19BF5N10O5SSc, with ωB97M-V/def2-TZVPD.

Its net charge is -1. For the LUMO energy (alpha / beta), the calculation gives 0.087 / -0.006 Ha. Its multiplicity is 2. The highest occupied orbital energy (alpha / beta) comes out at -0.217 / -0.217 Eh. The expectation value of S² is 0.793.

```
69
C27H19BF5N10O5SSc, DFT ωB97M-V/def2-TZVPD
Sc 0.831 0.348 -0.002
C 1.339 -2.838 3.071
C 1.778 -1.745 2.320
N 0.749 -1.127 1.760
N -0.365 -1.783 2.142
C -0.031 -2.830 2.921
B -1.766 -1.357 1.631
N -1.900 0.165 1.878
C -2.852 0.840 2.548
C -2.480 2.166 2.605
C -1.260 2.216 1.922
N -0.926 1.011 1.476
N -1.879 -1.599 0.114
C -2.649 -2.396 -0.651
C -2.297 -2.198 -1.970
C -1.276 -1.248 -1.923
N -1.028 -0.898 -0.670
N -2.820 -2.079 2.485
C -2.883 -1.993 3.838
C -3.937 -2.763 4.263
C -4.468 -3.297 3.073
N -3.792 -2.884 2.015
H 1.931 -3.537 3.636
H 2.774 -1.373 2.137
H -0.784 -3.492 3.312
H -3.714 0.331 2.945
H -3.009 2.975 3.080
H -0.599 3.043 1.722
H -3.386 -3.031 -0.194
H -2.718 -2.680 -2.836
H -0.703 -0.804 -2.721
H -2.177 -1.391 4.388
H -4.269 -2.917 5.275
H -5.307 -3.963 2.945
O 1.271 0.952 -2.057
C 1.611 2.017 -2.609
C 2.817 2.064 -3.401
C 3.288 3.242 -3.884
C 2.572 4.435 -3.661
C 1.365 4.424 -2.987
C 0.839 3.247 -2.475
C -0.451 3.207 -1.839
N -1.225 2.143 -1.700
C -2.350 2.577 -1.072
C -2.267 3.918 -0.814
N -1.065 4.313 -1.327
H 3.353 1.132 -3.504
H 4.225 3.277 -4.424
H 2.961 5.371 -4.042
H 0.812 5.351 -2.893
H -3.147 1.898 -0.813
H -2.929 4.599 -0.308
H -0.623 5.200 -1.166
O 3.278 2.997 -0.488
S 2.541 2.441 0.637
O 2.805 3.077 1.904
O 1.041 2.463 0.309
O 2.726 0.927 0.705
F 0.441 -3.241 -0.236
C 1.626 -2.922 -0.822
C 2.034 -1.600 -0.893
C 3.263 -1.460 -1.518
F 3.826 -0.235 -1.660
C 4.021 -2.503 -2.029
F 5.211 -2.282 -2.624
C 3.550 -3.796 -1.925
F 4.262 -4.828 -2.411
C 2.333 -4.008 -1.309
F 1.858 -5.265 -1.196
```

***

x:
Computed, not measured: a structure of composition C27H19BF5N10O5SSc, with ωB97M-V/def2-TZVPD.

Its net charge is -1. For the LUMO energy (alpha / beta), the calculation gives 0.074 / -0.009 Ha. Its multiplicity is 2. The highest occupied orbital energy (alpha / beta) comes out at -0.216 / -0.216 Eh. The expectation value of S² is 0.802.

```
69
C27H19BF5N10O5SSc, DFT ωB97M-V/def2-TZVPD
Sc -0.180 -0.068 0.203
C 2.205 -3.241 2.273
C 1.029 -2.532 1.998
N 1.314 -1.346 1.482
N 2.666 -1.251 1.431
C 3.217 -2.395 1.884
B 3.339 -0.045 0.751
N 3.107 -0.155 -0.769
C 3.920 -0.369 -1.821
C 3.132 -0.610 -2.926
C 1.820 -0.544 -2.444
N 1.815 -0.264 -1.151
N 2.695 1.267 1.262
C 3.329 2.346 1.758
C 2.382 3.302 2.053
C 1.168 2.706 1.698
N 1.365 1.486 1.214
N 4.823 0.007 1.139
C 5.323 -0.150 2.388
C 6.634 0.259 2.378
C 6.849 0.674 1.050
N 5.758 0.535 0.317
H 2.297 -4.234 2.676
H 0.001 -2.831 2.108
H 4.285 -2.532 1.888
H 4.987 -0.322 -1.702
H 3.461 -0.822 -3.929
H 0.883 -0.712 -2.951
H 4.401 2.360 1.864
H 2.542 4.280 2.471
H 0.169 3.103 1.760
H 4.708 -0.519 3.192
H 7.328 0.257 3.201
H 7.748 1.066 0.601
O -1.930 0.393 -1.086
C -2.494 0.860 -2.080
C -3.782 0.339 -2.470
C -4.441 0.867 -3.538
C -3.863 1.926 -4.266
C -2.613 2.435 -3.934
C -1.891 1.922 -2.869
C -0.568 2.401 -2.516
N 0.161 2.062 -1.467
C 1.337 2.747 -1.578
C 1.330 3.516 -2.704
N 0.115 3.294 -3.292
H -4.137 -0.496 -1.878
H -5.406 0.477 -3.835
H -4.399 2.353 -5.104
H -2.220 3.254 -4.524
H 2.126 2.640 -0.854
H 2.064 4.178 -3.127
H -0.199 3.685 -4.160
O -1.122 -3.749 0.078
S -1.546 -2.420 -0.302
O -2.826 -2.366 -0.980
O -1.536 -1.490 0.919
O -0.463 -1.727 -1.131
F -2.454 2.915 -0.014
C -2.385 2.424 1.260
C -1.564 1.361 1.564
C -1.574 1.021 2.902
F -0.768 0.023 3.340
C -2.331 1.652 3.873
F -2.290 1.276 5.164
C -3.142 2.709 3.502
F -3.887 3.350 4.420
C -3.169 3.104 2.180
F -3.947 4.142 1.814
```

***

Taking the most stable structure as the zero point, the relative energies in eV are w 0.000; x 0.103.